Entry 1:
{"formula": "C4H10N", "method": "ωB97M-V/def2-TZVPD", "lumo_ev": [0.08, 0.60], "spin_multiplicity": 2, "homo_ha": [-0.08205, -0.37233], "total_charge": 0, "species": ["H", "H", "N", "H", "C", "H", "C", "C", "H", "H", "H", "H", "C", "H", "H"], "positions_angstrom": [[-3.055816, 0.984272, 0.072742], [3.478685, -0.532096, -0.301848], [-2.311502, 0.269635, 0.267175], [-0.952079, 1.360051, -0.964460], [1.525141, -0.035649, 0.132110], [2.158920, -1.472016, -1.267977], [-0.934297, 0.803881, -0.030385], [0.065719, -0.348171, 0.044213], [-2.425970, 0.062211, 1.306201], [1.741899, 0.860790, 0.704930], [-0.737298, 1.566502, 0.723555], [-0.116462, -0.965683, -0.845493], [2.443692, -0.784695, -0.472038], [-2.468938, -0.627408, -0.209235], [-0.227121, -1.025628, 0.878217]], "atomic_forces_ev_per_a": [[-0.24, 0.35, -0.54], [0.21, -0.23, -0.25], [1.35, -0.60, 0.72], [-0.24, -0.04, -0.54], [-0.58, 0.01, -0.30], [0.19, -0.29, 0.55], [-0.10, -0.10, 0.99], [-1.11, -0.61, -0.56], [0.22, -0.12, -0.61], [0.48, -0.30, 0.33], [-0.03, -0.07, 0.15], [0.15, -0.08, 0.01], [-0.25, 1.13, -0.10], [-0.19, 0.53, 0.07], [0.15, 0.41, 0.08]]}

=====

Entry 2:
{"formula": "C18H10MoN4O7S", "method": "ωB97M-V/def2-TZVPD", "lumo_ev": [-1.18, -1.42], "spin_multiplicity": 3, "homo_ha": [-0.27404, -0.29274], "total_charge": 0, "species": ["C", "H", "C", "O", "O", "O", "C", "C", "H", "N", "C", "O", "H", "C", "H", "H", "N", "N", "C", "O", "C", "H", "O", "C", "H", "H", "S", "C", "C", "C", "C", "C", "C", "Mo", "C", "O", "H", "N", "C", "H", "C"], "positions_angstrom": [[2.371533, 2.653597, -3.330397], [1.835457, 3.582832, -3.215179], [2.495649, -0.831661, -1.759194], [-1.105157, 0.951939, 0.910612], [1.971111, 2.173979, 4.179158], [3.185965, -1.827341, -1.848713], [3.380922, 2.527710, -4.256892], [2.008132, 1.592211, -2.492424], [3.642238, 3.366520, -4.884678], [-1.298473, -0.643215, -1.361279], [-1.137910, -3.537954, 2.014537], [1.238293, 0.675268, 1.521454], [-1.230250, -4.327880, 2.730257], [-1.972068, -1.770431, -0.999399], [-1.498044, 0.637202, -3.053819], [0.453892, -2.162156, 2.667959], [-1.926044, -3.482422, 0.889927], [-0.547909, -1.742971, 0.841380], [2.699510, 0.373269, -2.608459], [-2.659932, 2.715437, 3.036385], [-1.847588, -0.246190, -2.553175], [-3.480617, -1.115263, -3.768747], [-0.532864, 3.547805, 4.924647], [-0.304588, -2.463428, 1.971305], [-2.638041, -4.142484, 0.631317], [4.846553, 1.207760, -5.109197], [0.694666, 1.982462, -1.393662], [3.706350, 0.259396, -3.576160], [-0.778067, 1.598240, 2.009900], [-0.395296, 2.809288, 3.986874], [-1.551408, -2.373139, 0.188617], [0.582813, 1.407892, 2.339403], [-1.484659, 2.411400, 2.977479], [0.141114, 0.035493, -0.072316], [0.919554, 2.114608, 3.584753], [1.490186, -0.741229, -0.915316], [4.203302, -0.695849, -3.659459], [-2.917575, -2.067014, -1.939821], [4.053329, 1.316435, -4.386416], [-3.556819, -2.842303, -1.929111], [-2.832484, -1.107281, -2.916767]], "atomic_forces_ev_per_a": [[0.00, -0.07, 0.05], [-0.02, 0.14, -0.05], [0.91, -0.53, -0.61], [-3.70, 1.74, 1.58], [-0.59, -0.05, -0.28], [-0.47, 0.47, 0.23], [0.01, -0.13, 0.01], [0.11, -0.28, 0.04], [0.03, 0.08, -0.04], [-1.84, -1.81, -0.87], [0.07, 0.02, 0.07], [1.17, -0.45, 0.59], [-0.03, -0.13, 0.13], [-0.30, 1.31, -1.99], [0.06, 0.08, -0.03], [0.10, 0.00, 0.10], [0.30, 0.89, -0.55], [-1.29, -1.61, -0.16], [0.12, 0.33, -0.23], [0.60, -0.08, 0.01], [0.01, 0.15, -0.04], [-0.08, 0.01, -0.14], [0.03, -0.42, -0.48], [0.04, -0.19, 0.14], [0.00, -0.01, 0.03], [0.06, -0.03, -0.09], [-0.42, 0.07, 0.13], [-0.10, -0.04, 0.12], [2.15, 0.24, 0.88], [-0.01, 0.46, 0.53], [1.00, -0.68, 2.05], [-1.98, 0.41, -0.42], [-0.99, 0.03, -0.20], [0.03, 2.30, 0.71], [0.85, 0.01, 0.34], [3.38, -2.50, -2.23], [0.08, -0.01, 0.03], [0.77, 0.22, 0.74], [0.01, 0.02, -0.04], [0.00, 0.01, 0.01], [-0.06, 0.05, -0.03]]}

=====

Entry 3:
{"formula": "C5H6N", "method": "ωB97M-V/def2-TZVPD", "lumo_ev": -5.53, "homo_ha": -0.56976, "total_charge": 1, "species": ["H", "C", "H", "H", "C", "H", "H", "H", "C", "C", "C", "N"], "positions_angstrom": [[1.481217, 0.813119, -1.374526], [0.936751, 0.779119, -0.415309], [-1.282633, -0.693125, 1.643945], [2.021692, -1.186767, -0.070596], [-1.896401, 0.368445, -0.458036], [1.111020, 1.819120, 0.076685], [-2.877996, 0.708996, -0.533205], [1.171641, -0.585317, 1.326072], [-1.222630, -0.621116, 0.494689], [-0.504234, 0.252625, -0.683232], [1.146653, -0.557359, 0.250857], [-0.085080, -1.097741, -0.257345]], "atomic_forces_ev_per_a": [[-0.27, -0.07, 0.29], [-0.07, 2.41, -0.85], [0.06, 0.32, -1.94], [-0.89, 0.83, 0.04], [5.42, -5.11, 2.33], [-0.66, -2.07, -0.55], [-1.03, 1.31, -0.10], [-0.01, 0.41, 0.57], [-2.05, 0.76, 0.00], [-0.21, 1.55, -0.24], [3.40, -1.33, 1.04], [-3.71, 0.99, -0.59]]}

=====

Entry 4:
{"formula": "C11H26FN2OP", "method": "ωB97M-V/def2-TZVPD", "lumo_ev": [-4.03, -4.03], "spin_multiplicity": 2, "homo_ha": [-0.40124, -0.44360], "total_charge": 1, "species": ["C", "H", "C", "H", "C", "C", "H", "H", "N", "P", "H", "H", "H", "H", "C", "C", "H", "H", "C", "H", "H", "H", "H", "O", "H", "H", "H", "C", "H", "C", "C", "H", "H", "H", "H", "H", "C", "H", "H", "H", "N", "F"], "positions_angstrom": [[2.237349, 1.844748, 1.113699], [-4.964852, -1.739303, -0.414526], [0.911269, 2.169783, 0.432581], [1.777029, -0.188005, 1.633404], [2.497293, -0.193945, -0.395260], [-4.635619, -1.803599, 0.621640], [-3.469107, -3.336923, 2.943982], [-0.850963, 2.883694, -1.552658], [1.215645, 0.229381, -1.064449], [-3.463324, -0.515929, 0.861448], [-2.892261, -3.134594, 0.801892], [2.655023, 2.130808, -2.180545], [4.614370, -0.254881, -0.779513], [1.772289, -2.155016, 0.224805], [-0.604674, 1.822433, -1.514639], [0.822314, 1.675517, -1.013774], [-5.496245, -1.658835, 1.267111], [-5.092933, -3.476557, 2.672493], [1.682787, 2.547914, -1.957157], [-4.368580, -3.889791, 0.234144], [-3.289064, -0.288788, 2.220747], [3.496406, 0.117742, 1.470726], [1.838054, 3.538940, -1.531519], [0.248253, -0.537170, -0.715404], [-0.719810, 1.409946, -2.516484], [0.098928, 1.715881, 1.014136], [1.184245, 2.675795, -2.917372], [3.745990, 0.284954, -1.154587], [-1.326521, 1.337509, -0.856320], [2.522733, 0.346198, 1.034773], [2.556854, -1.715636, -0.386111], [3.047588, 2.420734, 0.660184], [3.660262, 0.073976, -2.220856], [2.469088, -2.116209, -1.396182], [0.733977, 3.246164, 0.440015], [3.961436, 1.341636, -1.022342], [-3.968066, -3.185192, 0.952938], [2.193476, 2.151669, 2.159591], [3.516687, -2.027104, 0.023114], [-2.247470, -0.899517, 0.293296], [-4.173626, -3.662705, 2.300947], [-3.896231, 0.814276, 0.212035]], "atomic_forces_ev_per_a": [[-0.03, -0.07, -0.10], [-0.02, -0.07, -0.16], [0.07, -0.10, 0.33], [-0.03, -0.03, -0.07], [0.84, -0.08, -0.44], [-0.02, -0.13, -0.08], [-0.02, -0.06, 0.15], [0.05, 0.04, -0.02], [-0.28, 0.07, 1.28], [-0.02, -0.21, -0.17], [0.16, -0.15, -0.28], [0.02, 0.00, 0.06], [-0.04, -0.06, 0.04], [-0.03, 0.03, -0.03], [-0.35, -0.10, 0.14], [0.24, 0.62, -0.71], [-0.18, 0.17, 0.00], [-0.09, -0.16, 0.03], [0.13, -0.16, -0.08], [-0.03, -0.13, -0.13], [0.16, 0.24, 0.06], [0.03, -0.02, -0.02], [-0.05, 0.01, 0.03], [-0.46, -0.25, -0.32], [0.03, -0.04, 0.01], [0.01, -0.08, -0.06], [-0.05, -0.02, 0.01], [-0.07, 0.08, -0.06], [0.04, 0.00, -0.01], [-0.20, 0.21, 0.19], [-0.18, -0.16, 0.06], [0.00, -0.02, -0.04], [-0.01, 0.00, -0.01], [0.01, 0.01, -0.02], [-0.04, 0.02, -0.04], [-0.01, 0.01, 0.02], [-0.09, 0.10, 0.47], [0.02, 0.03, 0.00], [0.04, 0.03, 0.00], [0.17, 0.29, -0.08], [0.12, 0.31, -0.18], [0.12, -0.16, 0.24]]}